Formula: C21H22CeN8O6
Source: the OMol25 dataset
Level of theory: ωB97M-V/def2-TZVPD

```
58
C21H22CeN8O6 ωB97M-V/def2-TZVPD
Ce 0.00000 0.00000 0.00000
O 0.61240 -3.04420 -1.62000
C 0.34060 -2.30760 -0.66740
N 1.22050 -1.54110 0.00000
C 2.01990 -0.73970 -0.92590
C 2.50370 0.49070 -0.19240
C 3.82250 0.56860 0.25240
C 4.24970 1.72120 0.90530
C 3.34750 2.75740 1.10890
C 2.05110 2.59380 0.64800
N 1.61240 1.49710 0.00000
C -1.08000 -2.36960 -0.14690
C -1.61310 -3.64370 0.03700
C -2.94520 -3.76830 0.42280
C -3.70900 -2.62050 0.60340
C -3.11090 -1.38900 0.38240
N -1.83050 -1.23060 0.00000
H 1.45400 -0.38720 -1.79970
H 2.87550 -1.30110 -1.32240
H 4.49490 -0.26610 0.09020
H 5.27270 1.79970 1.25540
H 3.64100 3.66540 1.61910
H 1.30220 3.36540 0.78920
H -0.98840 -4.51340 -0.13500
H -3.37790 -4.75190 0.56970
H -4.74840 -2.68150 0.90150
H -3.66550 -0.46430 0.50420
O -0.00670 2.16280 -5.97080
C -0.00490 1.74870 -4.82770
C -0.00350 2.58390 -3.56840
O -0.00410 3.80220 -3.57880
C -0.00150 1.59460 -2.43530
C -0.00150 0.33490 -2.89160
O 0.00000 -0.68900 -2.17840
C -0.00350 0.30080 -4.39540
O -0.00410 -0.62820 -5.18360
O 0.00000 1.92430 -1.23180
C -0.31670 -0.36650 5.71240
N 0.42670 -0.83290 4.53750
C 0.66330 -2.27550 4.55040
C 0.22070 -0.19940 3.32080
N 0.00000 -0.80460 2.21150
N 0.30540 1.17960 3.38840
C 0.23440 2.17780 2.44680
N 0.43810 3.41220 2.97550
N 0.00000 2.01370 1.20250
H -0.03600 -0.92970 6.60930
H -1.39370 -0.48770 5.55460
H -0.11030 0.68650 5.92820
H 1.04990 -2.59940 5.52280
H 1.41370 -2.55390 3.80280
H -0.26360 -2.82250 4.34670
H 0.00000 -1.95340 2.11680
H 0.84920 1.46450 4.18410
H -0.08590 3.56380 3.82890
H 0.23000 4.14570 2.30920
H 0.00000 2.88750 0.44820
H -2.07150 0.66050 0.00000
```

Output
energy relative to the best compared isomer or geometry (same formula, charge and spin)	0.00	kcal per mole
net charge	0
E_HOMO	-0.2420	Ha
largest force on an atom	11.2	eV/Å

Atomic charges from the Mulliken analysis, expressed in e, are listed below: -0.34, -0.66, 0.96, -0.34, -0.03, 0.34, -0.78, -0.49, -1.04, -0.02, 0.15, 0.12, -0.74, -0.38, -0.87, -0.02, 0.39, -0.31, 0.76, 0.52, 0.42, 0.46, 0.70, 0.50, 0.45, 0.43, 0.51, -0.61, 0.55, -0.37, -0.66, 1.19, 0.42, -0.17, -0.65, -0.64, -0.40, -1.05, 0.06, -1.08, 0.32, -0.21, 0.04, 0.16, -0.53, -0.24, 0.37, 0.31, 0.29, 0.30, 0.36, 0.39, 0.13, 0.35, 0.24, 0.31, 0.52, -0.41

---

Formula: C2H6S2
Source: the OMol25 dataset
Level of theory: ωB97M-V/def2-TZVPD

```
10
C2H6S2 ωB97M-V/def2-TZVPD
C 1.47810 2.02297 -0.40369
C 0.21970 1.08704 -0.48807
S 0.56755 -0.48150 0.27508
S -1.40908 -1.26076 0.18216
H 1.67330 2.40105 0.60485
H 2.33699 1.57919 -0.90738
H 1.05819 2.81726 -1.02789
H -0.62092 1.53271 0.08322
H -0.20229 1.17023 -1.48526
H -1.74689 -0.84777 1.42102
```

Output
energy relative to the best compared isomer or geometry (same formula, charge and spin)	8.83	kcal per mole
SMILES	CCSS
net charge	0
E_HOMO	-0.3338	Ha
largest force on an atom	2.1	eV/Å

Atomic charges from the Mulliken analysis, expressed in e, are listed below: -1.06, -0.43, -0.10, -0.25, 0.32, 0.34, 0.30, 0.33, 0.39, 0.17

---

Formula: C32H64O16S8
Source: the OMol25 dataset
Level of theory: ωB97M-V/def2-TZVPD

```
120
C32H64O16S8 ωB97M-V/def2-TZVPD
O 18.12375 10.60614 17.17076
S 17.85081 10.06809 18.49976
O 16.47786 10.15351 18.98106
C 18.39254 8.33262 18.60642
C 19.16995 8.30095 19.94283
C 19.98150 9.62976 19.91642
C 19.00265 10.73326 19.75459
H 18.97239 8.05303 17.72001
H 17.47770 7.74834 18.56036
H 18.42290 8.32285 20.77764
H 19.77449 7.37676 20.01914
H 20.68663 9.58102 19.05163
H 20.59024 9.75914 20.84424
H 19.45013 11.62743 19.30561
H 18.39689 10.96173 20.64495
O 11.99169 9.98264 9.64773
S 12.53475 10.50219 10.85337
O 12.39053 9.87934 12.13589
C 14.34551 10.83256 10.68249
C 14.47058 12.03730 11.66907
C 13.33943 13.07032 11.36588
C 12.04051 12.31437 10.99899
H 14.52289 11.21269 9.67988
H 14.82785 9.86774 10.83712
H 14.45081 11.65855 12.70095
H 15.45211 12.53229 11.52811
H 13.49956 13.69027 10.47815
H 13.21338 13.64711 12.28480
H 11.73712 12.58700 9.96012
H 11.26052 12.41299 11.72967
O 13.49260 20.91261 14.74533
S 14.04437 19.67996 15.23366
O 13.62184 19.10644 16.50714
C 13.97207 18.45740 13.91597
C 15.39279 18.12114 13.44468
C 16.23478 18.45243 14.69494
C 15.80970 19.77917 15.25251
H 13.30325 18.92108 13.18172
H 13.45954 17.62586 14.40390
H 15.43275 17.09865 13.11555
H 15.78376 18.77026 12.67696
H 17.33500 18.32438 14.53689
H 15.92613 17.65351 15.37982
H 16.10705 20.62693 14.66432
H 16.13648 19.95007 16.28246
O 9.10926 15.11997 9.57578
S 8.75908 15.76047 10.81343
O 8.13976 17.01816 11.00899
C 7.70215 14.66134 11.95289
C 8.46356 14.85724 13.29558
C 9.99220 14.69265 12.93873
C 10.23525 15.78267 11.92605
H 7.71042 13.61465 11.62317
H 6.69790 15.12363 11.95282
H 8.24385 15.79698 13.82031
H 8.34750 14.08374 14.06590
H 10.12082 13.69094 12.55862
H 10.69503 14.88669 13.72013
H 11.08238 15.69094 11.25412
H 10.22329 16.78462 12.38791
O 15.82523 15.14585 7.75141
S 16.21807 14.36574 8.91954
O 15.64884 13.04182 9.12009
C 18.02952 14.20854 9.14322
C 18.14412 14.14586 10.62541
C 17.31856 15.33636 11.19315
C 15.91487 15.29028 10.47560
H 18.42144 15.10649 8.65477
H 18.44133 13.33617 8.65390
H 17.62410 13.21281 10.98409
H 19.13292 14.08178 11.05501
H 17.85597 16.25480 10.83419
H 17.29504 15.24477 12.26332
H 15.68402 16.31562 10.17669
H 15.14279 14.78897 11.07873
O 14.13377 15.75200 15.66862
S 14.66568 14.47421 15.19886
O 15.44818 14.37444 13.96739
C 15.65217 13.68659 16.51466
C 15.17351 12.23528 16.52626
C 13.63581 12.31654 16.37931
C 13.34185 13.22052 15.16990
H 15.52445 14.26632 17.44597
H 16.69255 13.81398 16.21676
H 15.59903 11.65055 15.70670
H 15.52266 11.84621 17.46738
H 13.24766 12.83526 17.24799
H 13.16207 11.34621 16.15506
H 12.43844 13.85954 15.17718
H 13.35171 12.52889 14.33565
O 14.88563 14.97954 20.24928
S 13.56519 15.38192 19.77169
O 12.66354 14.44539 19.11916
C 12.73675 16.21477 21.14583
C 12.09443 17.51826 20.66068
C 12.17294 17.43216 19.12087
C 13.55831 16.87585 18.74238
H 13.58370 16.45960 21.81301
H 12.10834 15.42147 21.54055
H 11.06946 17.67046 20.98094
H 12.86531 18.28134 20.83328
H 11.99500 18.41100 18.66130
H 11.43852 16.63033 18.83934
H 14.35735 17.48299 19.14485
H 13.73286 16.68181 17.70678
O 12.53367 7.50674 20.78898
S 12.14430 8.36954 19.69397
O 11.48614 7.93060 18.47608
C 11.26600 9.80635 20.36870
C 12.43820 10.48616 20.97328
C 13.58203 10.68310 19.91490
C 13.65442 9.38659 19.17731
H 10.53924 9.29418 21.03808
H 10.89646 10.27734 19.48365
H 12.15304 11.49791 21.22486
H 12.78711 10.01958 21.87275
H 14.46527 10.93807 20.45032
H 13.40784 11.42949 19.14962
H 14.45169 8.67554 19.41416
H 13.57414 9.54671 18.11769
```

Output
energy relative to the best compared isomer or geometry (same formula, charge and spin)	52.23	kcal per mole
SMILES	O=S1(=O)CCCC1.O=S1(=O)CCCC1.O=S1(=O)CCCC1.O=S1(=O)CCCC1.O=S1(=O)CCCC1.O=S1(=O)CCCC1.O=S1(=O)CCCC1.O=S1(=O)CCCC1
net charge	0
E_HOMO	-0.3570	Ha
largest force on an atom	3.8	eV/Å

Here are the Mulliken charges for atoms 1 to 99, given in e: -0.74, 1.08, -0.52, -0.78, -0.50, -0.54, -0.72, 0.35, 0.39, 0.25, 0.34, 0.28, 0.33, 0.37, 0.39, -0.65, 1.07, -0.62, -0.98, 0.42, 0.29, -0.55, 0.32, 0.55, 0.44, -0.65, 0.46, -0.32, 0.42, -0.13, -0.71, 0.98, -0.47, -0.45, 0.18, -0.18, -0.89, 0.54, -0.03, -0.50, 0.43, 0.44, -0.10, 0.38, 0.44, -0.63, 1.12, -0.64, -0.82, -0.75, 0.38, -0.79, 0.36, 0.44, 0.37, 0.41, -0.13, -0.02, 0.36, 0.37, -0.73, 1.02, -0.53, -0.82, -0.69, -0.39, 0.12, 0.38, 0.44, 0.19, 0.49, 0.36, 0.22, 0.64, -0.66, -0.53, 0.92, -0.59, -1.16, 0.14, -0.35, -0.21, 0.31, 0.63, 0.40, -0.23, -0.10, 0.58, 0.21, -0.30, -0.79, 1.41, -0.65, -0.84, -0.58, -0.65, 0.13, 0.34, 0.46